DFT (ωB97M-V/def2-TZVPD) results for a molecular structure, C20H29IN2O7S4.

Geometry (Å):
O1 5.601 -1.864 1.058
C1 4.756 -1.133 0.729
I1 4.360 0.593 2.031
C2 3.931 -1.258 -0.541
C3 2.461 -1.121 -0.263
C4 1.782 0.048 -0.436
C5 0.409 0.158 -0.097
C6 -0.290 -0.898 0.402
C7 0.388 -2.129 0.576
N1 -0.122 -3.276 1.046
S1 1.048 -4.349 1.068
N2 2.274 -3.456 0.501
C8 1.762 -2.252 0.253
H1 4.258 -0.514 -1.255
H2 4.155 -2.253 -0.900
H3 2.294 0.917 -0.807
H4 -0.089 1.097 -0.213
H5 -1.326 -0.842 0.690
C9 1.402 5.155 2.102
C10 0.640 6.201 1.277
C11 0.428 5.614 -0.125
S2 0.375 3.830 0.091
O2 1.508 3.250 -0.588
O3 -0.958 3.344 -0.160
C12 0.690 3.830 1.850
H6 1.409 5.403 3.162
H7 2.438 5.094 1.762
H8 -0.327 6.398 1.743
H9 1.179 7.146 1.225
H10 -0.506 5.937 -0.576
H11 1.260 5.836 -0.791
H12 1.283 2.953 2.104
H13 -0.277 3.792 2.352
C13 -5.352 1.935 1.130
C14 -5.691 2.112 2.617
C15 -4.365 2.115 3.390
S3 -3.125 2.740 2.246
O4 -2.178 1.688 1.981
O5 -2.678 4.041 2.684
C16 -4.217 2.912 0.842
H14 -6.214 2.129 0.493
H15 -5.019 0.912 0.942
H16 -6.205 3.064 2.762
H17 -6.350 1.325 2.978
H18 -4.390 2.761 4.263
H19 -4.061 1.112 3.680
H20 -3.658 2.694 -0.066
H21 -4.571 3.942 0.827
C17 0.265 -6.499 -3.575
C18 0.634 -5.862 -2.228
C19 2.144 -5.588 -2.251
S4 2.581 -5.337 -3.975
O6 3.456 -6.403 -4.392
O7 2.937 -3.958 -4.191
C20 0.947 -5.647 -4.641
H22 -0.814 -6.534 -3.725
H23 0.644 -7.522 -3.619
H24 0.090 -4.922 -2.109
H25 0.366 -6.503 -1.390
H26 2.413 -4.698 -1.691
H27 2.717 -6.439 -1.887
H28 1.043 -6.139 -5.606
H29 0.454 -4.683 -4.757

Values from the calculation:
- Gap between HOMO and LUMO: 0.3004 Ha
- LUMO energy: -0.504 eV
- F_max: 0.02188 Eh/bohr

=====

DFT (ωB97M-V/def2-TZVPD) results for a molecular structure, C20H29MnOS4SbSe4.

Geometry (Å):
Mn1 1.136 0.158 -0.062
C1 -0.621 1.195 0.670
C2 -0.932 -0.208 0.715
C3 -0.864 -0.679 -0.645
C4 -0.469 0.438 -1.443
C5 -0.367 1.611 -0.654
C6 -0.328 3.024 -1.196
C7 -1.804 3.426 -1.378
C8 0.381 3.064 -2.554
C9 0.337 4.021 -0.246
C10 -1.301 -1.973 -1.336
C11 -0.504 -2.237 -2.624
C12 -2.770 -1.743 -1.744
C13 -1.201 -3.233 -0.478
C14 -1.539 -0.795 2.002
C15 -0.943 -2.128 2.497
C16 -3.046 -0.969 1.735
C17 -1.396 0.197 3.169
H1 -0.691 1.856 1.516
H2 -0.391 0.422 -2.517
H3 -2.335 2.704 -2.000
H4 -1.861 4.401 -1.863
H5 -2.315 3.494 -0.416
H6 -0.221 2.604 -3.339
H7 1.348 2.557 -2.516
H8 0.558 4.100 -2.846
H9 -0.040 3.938 0.775
H10 0.127 5.034 -0.589
H11 1.420 3.905 -0.229
H12 -0.658 -1.472 -3.385
H13 -0.847 -3.178 -3.054
H14 0.563 -2.342 -2.431
H15 -2.859 -0.883 -2.410
H16 -3.414 -1.576 -0.882
H17 -3.138 -2.620 -2.279
H18 -0.191 -3.372 -0.085
H19 -1.426 -4.099 -1.101
H20 -1.909 -3.238 0.349
H21 -0.491 -2.728 1.715
H22 -1.725 -2.730 2.963
H23 -0.183 -1.951 3.260
H24 -3.253 -1.856 1.139
H25 -3.465 -0.100 1.223
H26 -3.566 -1.086 2.687
H27 -0.353 0.479 3.336
H28 -1.755 -0.289 4.076
H29 -1.993 1.099 3.029
O1 5.779 0.278 4.857
C18 4.973 0.260 3.995
S1 4.034 -1.209 3.561
C19 3.066 -0.453 2.353
C20 3.312 0.963 2.097
S2 2.392 1.727 0.959
S3 4.514 1.726 3.052
S4 1.881 -1.201 1.501
Se1 5.426 -0.472 -4.620
Sb1 4.742 -2.028 -3.066
Se2 4.716 -1.025 -0.609
Se3 2.491 -0.608 -1.549
Se4 3.967 -4.202 -3.086

Values from the calculation:
- Gap between HOMO and LUMO (alpha / beta): 0.2042 / 0.2043 Ha
- LUMO energy (alpha / beta): -5.712 / -5.709 eV
- Charge: +1
- F_max: 0.03860 Eh/bohr

=====

DFT (ωB97M-V/def2-TZVPD) results for 2 unconnected molecules or ions with the total composition C20H29N3O.

Geometry (Å):
C1 5.116 1.961 -1.492
H1 5.916 1.663 -0.993
H2 4.983 3.030 -1.717
H3 4.973 1.563 -2.443
C2 3.822 1.838 -0.478
C3 4.114 2.364 0.808
H4 3.336 2.082 1.438
H5 4.036 3.524 0.590
H6 4.880 2.081 1.213
H7 3.876 0.597 -0.444
C4 2.623 2.067 -1.516
N1 1.446 1.847 -0.644
C5 0.277 2.789 -0.392
H8 0.715 3.606 -0.456
C6 -0.734 2.430 0.545
N2 -0.954 0.905 0.430
C7 0.090 0.061 0.689
H9 -0.192 -0.987 0.532
C8 0.873 0.314 -0.721
C9 0.401 -0.062 -2.017
H10 0.757 0.667 -2.819
H11 -0.559 0.263 -2.015
C10 0.382 -1.542 -2.404
O1 -0.204 -1.896 -3.518
H12 -1.456 -1.391 -3.538
H13 -0.101 -2.101 -1.450
H14 1.408 -1.736 -2.317
H15 1.820 -0.323 -0.684
H16 0.730 0.207 1.495
C11 -2.132 0.513 1.378
C12 -2.789 -0.753 0.782
C13 -3.250 -0.723 -0.403
C14 -3.713 -2.087 -0.949
C15 -3.720 -3.098 -0.036
C16 -3.250 -3.082 1.238
N3 -3.403 -4.366 1.735
C17 -3.079 -4.134 3.122
C18 -2.243 -3.314 3.786
C19 -2.310 -1.958 3.017
C20 -2.642 -1.941 1.576
H17 -1.865 -1.204 3.649
H18 -1.834 -3.284 4.716
H19 -2.932 -5.135 3.691
H20 -4.044 -4.054 -0.397
H21 -4.026 -1.972 -2.045
H22 -3.276 -0.026 -0.916
H23 -1.824 0.508 2.499
H24 -2.992 1.274 1.434
H25 -1.634 3.015 0.375
H26 -0.064 2.515 1.433
H27 -0.240 2.661 -1.573
H28 2.545 3.204 -1.460
H29 2.346 1.620 -2.336

Values from the calculation:
- Gap between HOMO and LUMO: 0.2627 Ha
- LUMO energy: -0.443 eV
- F_max: 0.29930 Eh/bohr
- Energy relative to the best compared isomer or geometry (same formula, charge and spin): 18.7366 eV

=====

DFT (ωB97M-V/def2-TZVPD) results for a single C20H29N3O3S molecule.

Geometry (Å):
C1 -1.035 3.133 1.319
C2 0.002 2.422 0.465
C3 -0.542 1.229 -0.318
C4 0.481 0.690 -1.338
C5 1.808 0.309 -0.706
O1 2.656 1.141 -0.494
N1 1.877 -1.020 -0.227
C6 2.133 -1.978 -1.308
C7 2.721 -1.306 0.955
C8 2.059 -0.828 2.249
N2 2.694 0.454 2.528
C9 2.234 1.462 3.302
O2 2.930 2.432 3.572
C10 0.818 1.361 3.766
C11 0.325 2.301 4.566
C12 -1.066 2.350 4.974
C13 -1.760 3.221 5.748
C14 -3.094 2.731 5.712
C15 -4.304 3.283 6.393
N3 -3.181 1.662 4.970
O3 -1.903 1.411 4.500
C16 4.035 0.531 1.958
C17 4.127 -0.717 1.092
C18 5.280 -1.662 1.322
C19 5.206 -0.832 0.069
S1 -1.173 -0.148 0.708
C20 -2.891 0.341 0.971
H1 -0.599 4.015 1.789
H2 -1.891 3.458 0.721
H3 -1.403 2.487 2.115
H4 0.427 3.123 -0.260
H5 0.839 2.099 1.087
H6 -1.403 1.557 -0.907
H7 0.037 -0.158 -1.858
H8 0.684 1.484 -2.059
H9 1.467 -1.780 -2.147
H10 3.161 -1.930 -1.675
H11 1.928 -2.988 -0.954
H12 2.782 -2.394 0.974
H13 0.984 -0.744 2.129
H14 2.271 -1.544 3.051
H15 0.179 0.569 3.400
H16 0.971 3.101 4.907
H17 -1.382 4.085 6.265
H18 -4.080 4.244 6.850
H19 -5.117 3.417 5.680
H20 -4.649 2.603 7.171
H21 4.129 1.449 1.382
H22 4.791 0.542 2.748
H23 6.009 -1.392 2.074
H24 5.091 -2.724 1.232
H25 5.001 -1.336 -0.864
H26 5.873 0.015 -0.024
H27 -3.405 -0.544 1.343
H28 -2.997 1.137 1.702
H29 -3.349 0.635 0.026

Values from the calculation:
- Gap between HOMO and LUMO: 0.3201 Ha
- LUMO energy: 0.139 eV
- F_max: 0.01449 Eh/bohr
- Structure (SMILES): CC[C@@H](CC(=O)N(C)[C@@H]1CN(C(=O)/C=C/c2cc(C)no2)CC12CC2)SC
- Energy relative to the best compared isomer or geometry (same formula, charge and spin): 3.1250 eV

=====

DFT (ωB97M-V/def2-TZVPD) results for a single C20H29N3O6S molecule.

Geometry (Å):
C1 -0.992 -1.047 -3.631
S1 -2.354 -0.396 -2.626
C2 -1.685 1.293 -2.387
C3 -2.592 2.191 -1.558
C4 -2.695 1.808 -0.070
N1 -3.358 0.553 0.140
C5 -4.522 0.480 0.829
O1 -5.087 1.457 1.289
C6 -5.052 -0.883 0.959
C7 -6.209 -1.320 1.554
C8 -6.231 -2.720 1.388
C9 -5.091 -3.033 0.708
O2 -4.374 -1.936 0.446
C10 -1.336 1.799 0.612
O3 -0.830 0.843 1.135
O4 -0.754 3.008 0.569
C11 0.463 3.146 1.314
C12 1.030 4.532 1.037
C13 1.477 2.061 0.941
O5 2.215 1.563 1.761
N2 1.497 1.782 -0.389
C14 2.014 0.617 -1.023
O6 1.643 0.370 -2.152
N3 2.877 -0.073 -0.287
C15 3.388 -1.370 -0.683
C16 2.641 -2.492 0.048
C17 2.946 -2.486 1.544
C18 4.448 -2.599 1.783
C19 5.185 -1.453 1.098
C20 4.891 -1.445 -0.401
H1 -1.035 -0.610 -4.625
H2 -0.047 -0.809 -3.151
H3 -1.129 -2.122 -3.691
H4 -0.703 1.168 -1.932
H5 -1.561 1.719 -3.384
H6 -3.600 2.167 -1.978
H7 -2.219 3.215 -1.618
H8 -3.314 2.562 0.438
H9 -2.920 -0.289 -0.204
H10 -6.936 -0.703 2.040
H11 -6.987 -3.399 1.725
H12 -4.697 -3.970 0.368
H13 0.240 3.024 2.382
H14 1.930 4.678 1.628
H15 1.274 4.639 -0.017
H16 0.297 5.287 1.305
H17 0.858 2.301 -0.981
H18 3.002 0.214 0.678
H19 3.208 -1.453 -1.761
H20 2.947 -3.447 -0.383
H21 1.568 -2.374 -0.116
H22 2.570 -1.567 1.998
H23 2.429 -3.321 2.021
H24 4.656 -2.585 2.855
H25 4.808 -3.551 1.385
H26 6.261 -1.557 1.252
H27 4.880 -0.505 1.545
H28 5.391 -0.600 -0.877
H29 5.277 -2.362 -0.850

Values from the calculation:
- Gap between HOMO and LUMO: 0.3393 Ha
- LUMO energy: 0.662 eV
- F_max: 0.02666 Eh/bohr
- Structure (SMILES): CSCC[C@@H](NC(=O)c1ccco1)C(=O)O[C@H](C)C(=O)NC(=O)NC1CCCCC1
- Energy relative to the best compared isomer or geometry (same formula, charge and spin): 0.1489 eV

=====

DFT (ωB97M-V/def2-TZVPD) results for a molecular structure, C20H29N6O2SSiTi.

Geometry (Å):
Ti1 -0.003 -0.460 0.089
C1 4.170 -0.684 1.136
C2 2.675 -0.680 1.134
N1 1.980 -0.482 -0.017
N2 2.759 -0.190 -1.125
C3 2.093 -0.008 -2.208
N3 2.822 0.249 -3.368
S1 0.357 -0.110 -2.413
C4 1.881 -0.755 2.268
C5 2.332 -1.009 3.601
C6 1.465 -1.000 4.639
C7 0.079 -0.733 4.392
C8 -0.321 -0.551 3.111
N4 0.514 -0.587 2.036
H1 4.558 -1.334 0.351
H2 4.563 -1.018 2.094
H3 4.556 0.317 0.932
H4 3.750 0.594 -3.166
H5 2.321 0.810 -4.037
H6 3.381 -1.211 3.768
H7 1.810 -1.200 5.646
H8 -0.644 -0.707 5.195
H9 -1.369 -0.390 2.878
N5 -2.300 -0.295 -0.105
C9 -3.005 0.960 0.187
C10 -2.375 2.114 -0.573
C11 -0.986 2.501 -0.064
O1 -0.689 3.681 0.016
O2 -0.207 1.519 0.250
H10 -2.376 -0.520 -1.096
H11 -2.696 -1.092 0.381
H12 -2.930 1.142 1.262
H13 -4.069 0.884 -0.061
H14 -3.012 2.995 -0.518
H15 -2.273 1.845 -1.631
C12 -0.996 -5.220 -1.058
Si1 -0.524 -3.451 -1.518
C13 -1.853 -2.874 -2.723
C14 1.115 -3.615 -2.415
N6 -0.490 -2.478 -0.085
C15 -0.408 -3.222 1.111
C16 -1.555 -3.513 1.859
C17 -1.488 -4.230 3.045
C18 -0.267 -4.681 3.524
C19 0.883 -4.405 2.794
C20 0.815 -3.696 1.606
H16 -1.084 -5.820 -1.969
H17 -1.949 -5.267 -0.525
H18 -0.243 -5.683 -0.417
H19 -1.938 -3.581 -3.554
H20 -1.630 -1.894 -3.148
H21 -2.826 -2.834 -2.223
H22 1.022 -4.360 -3.213
H23 1.884 -3.965 -1.720
H24 1.455 -2.677 -2.853
H25 -2.516 -3.174 1.483
H26 -2.398 -4.434 3.599
H27 -0.209 -5.232 4.455
H28 1.848 -4.738 3.159
H29 1.715 -3.465 1.049

Values from the calculation:
- Gap between HOMO and LUMO (alpha / beta): 0.1889 / 0.1882 Ha
- LUMO energy (alpha / beta): 2.519 / 2.519 eV
- Charge: -1
- F_max: 0.01413 Eh/bohr
- Energy relative to the best compared isomer or geometry (same formula, charge and spin): 0.0626 eV

=====

DFT (ωB97M-V/def2-TZVPD) results for a single C20H29NO3 molecule.

Geometry (Å):
O1 -1.107 3.367 1.590
C1 0.060 4.089 1.760
C2 1.179 3.266 2.332
N1 1.216 2.251 1.340
C3 2.379 2.158 0.539
C4 2.014 1.476 -0.732
C5 1.447 0.723 -1.395
C6 0.852 -0.098 -2.626
C7 -0.042 -1.226 -2.024
O2 -0.026 -2.090 -3.216
C8 -1.346 -0.461 -1.971
C9 -2.517 -1.203 -2.177
C10 -3.723 -0.705 -2.092
C11 -3.953 0.505 -1.300
C12 -2.520 1.241 -1.137
C13 -1.525 0.587 -1.290
C14 0.309 -1.756 -0.862
C15 1.705 -2.493 -0.880
C16 1.639 -3.621 0.527
C17 0.117 -3.781 0.762
C18 -0.653 -2.876 -0.361
C19 1.187 0.898 2.252
C20 -0.077 0.445 2.447
O3 -0.770 1.278 3.391
H1 -0.681 2.597 0.819
H2 0.500 4.578 0.868
H3 -0.138 4.928 2.567
H4 2.204 3.884 2.599
H5 0.992 2.930 3.362
H6 2.215 3.216 0.072
H7 3.448 1.920 0.810
H8 1.779 -0.648 -2.973
H9 0.680 0.424 -3.441
H10 -0.364 -1.839 -3.949
H11 -2.335 -2.156 -2.923
H12 -4.746 -1.188 -2.517
H13 -4.969 1.009 -1.185
H14 -2.730 2.045 -0.465
H15 -0.812 1.240 -0.945
H16 0.300 -1.098 -0.104
H17 2.737 -1.983 -0.790
H18 1.895 -3.060 -1.951
H19 2.260 -4.453 0.114
H20 2.395 -3.063 1.333
H21 -0.028 -4.766 1.073
H22 0.049 -3.136 1.754
H23 -1.378 -2.505 0.030
H24 -0.786 -3.715 -1.335
H25 1.678 0.923 3.282
H26 1.626 0.206 1.402
H27 0.061 -0.656 3.098
H28 -0.567 0.371 1.594
H29 -1.132 2.023 2.922

Values from the calculation:
- Gap between HOMO and LUMO: 0.3449 Ha
- LUMO energy: 0.609 eV
- F_max: 0.37480 Eh/bohr
- Structure (SMILES): OCCN(CC#CC[C@](O)(c1ccccc1)C1CCCC1)CCO
- Energy relative to the best compared isomer or geometry (same formula, charge and spin): 19.2217 eV

=====

DFT (ωB97M-V/def2-TZVPD) results for 5 unconnected molecules or ions with the total composition C20H30BF4NO16S.

Geometry (Å):
C1 5.776 -4.420 -1.060
N1 5.238 -3.096 -0.753
C2 4.255 -3.145 0.330
C3 4.779 -2.427 -1.892
O1 4.702 -2.945 -2.983
C4 4.418 -0.968 -1.676
B1 2.917 -0.672 -1.955
C5 2.022 -1.263 -3.070
C6 1.495 -2.652 -2.654
O2 0.177 -2.504 -2.131
C7 0.013 -3.056 -0.856
C8 -1.319 -2.582 -0.272
F1 -1.117 -1.654 0.690
F2 -1.984 -3.596 0.311
F3 -2.125 -2.039 -1.175
S1 2.218 0.567 -0.709
O3 2.304 -0.021 0.599
O4 2.880 1.817 -0.918
F4 0.690 0.755 -1.025
H1 6.487 -4.352 -1.879
H2 4.987 -5.133 -1.329
H3 6.284 -4.797 -0.171
H4 3.415 -3.810 0.087
H5 3.890 -2.148 0.584
H6 4.737 -3.541 1.226
H7 4.972 -0.388 -2.427
H8 4.742 -0.620 -0.695
H9 1.171 -0.629 -3.326
H10 2.628 -1.372 -3.975
H11 1.495 -3.340 -3.500
H12 2.129 -3.112 -1.887
H13 0.793 -2.716 -0.162
H14 0.021 -4.152 -0.872
O5 -1.507 4.125 3.091
C9 -1.553 2.976 2.778
O6 -1.994 2.530 1.584
C10 -1.764 1.120 1.508
C11 -1.678 0.736 2.973
O7 -1.208 1.947 3.581
H15 -2.584 0.642 0.978
H16 -0.832 0.939 0.975
H17 -2.655 0.502 3.398
H18 -0.984 -0.077 3.172
O8 -7.972 -3.210 2.917
C12 -6.837 -2.966 2.674
O9 -6.111 -3.554 1.690
C13 -4.869 -2.858 1.560
C14 -4.720 -2.217 2.927
O10 -6.076 -2.067 3.346
H19 -4.077 -3.554 1.315
H20 -4.964 -2.115 0.765
H21 -4.206 -2.870 3.637
H22 -4.232 -1.247 2.905
O11 -5.981 1.149 1.872
C15 -5.764 2.246 2.279
O12 -4.635 2.611 2.924
C16 -4.610 4.042 3.035
C17 -6.084 4.384 2.950
O13 -6.601 3.302 2.161
H23 -4.143 4.326 3.973
H24 -4.022 4.443 2.209
H25 -6.574 4.372 3.924
H26 -6.286 5.329 2.453
O14 4.776 2.592 -4.740
C18 4.456 3.621 -4.239
O15 3.418 4.387 -4.649
C19 3.190 5.404 -3.668
C20 4.544 5.503 -2.993
O16 5.069 4.185 -3.175
H27 2.873 6.322 -4.155
H28 2.410 5.062 -2.986
H29 5.207 6.215 -3.488
H30 4.489 5.733 -1.932

Values from the calculation:
- Gap between HOMO and LUMO: 0.3392 Ha
- LUMO energy: -0.913 eV
- F_max: 0.03157 Eh/bohr
- Structure (SMILES): CN(C)C(=O)CB(CCOCC(F)(F)F)S(=O)(=O)F.O=C1OCCO1.O=C1OCCO1.O=C1OCCO1.O=C1OCCO1

=====

- What is the formula in the second record?
  C20H29MnOS4SbSe4

=====

- Which of these has the lowest F_max?
  C20H29N6O2SSiTi